80
Properties=species:S:1:pos:R:3:forces:R:3:mulliken_spin:R:1 method="wB97M-V/def2-TZVPD" homo_energy_ev="-7.27 / -7.37" mol_weight_g_mol=679.2 multiplicity=3 e_above_lowest_kcal_mol=3.14 gap_ha="0.289 / 0.212"
Pd -1.07679 0.25992 -0.36711 -0.2 0.0 0.0 1.13
C -1.70724 3.11178 2.13761 0.0 0.0 0.1 0.01
C -1.54132 4.26475 1.14957 0.0 0.1 0.0 0.00
C -0.06841 4.65441 1.01103 0.0 0.0 0.0 0.01
C -2.28466 4.01926 -0.15652 0.0 0.0 0.0 0.00
C -3.37330 4.84414 -0.41940 0.0 0.0 0.0 -0.01
C -4.16203 4.67130 -1.54239 0.0 0.0 0.0 0.01
C -3.87571 3.63716 -2.40982 0.0 0.0 0.0 0.00
C -2.79121 2.78302 -2.21089 0.0 0.0 0.0 0.00
C -2.69044 1.62691 -3.20213 0.0 0.0 0.0 0.00
C -1.31341 1.14600 -3.65618 0.0 0.0 0.0 0.03
C -3.52717 0.45481 -2.67564 0.0 0.0 0.0 0.00
C -1.97820 3.00567 -1.08567 -0.1 0.0 0.0 0.01
N -0.80121 2.22232 -0.86524 0.2 -0.1 0.0 0.49
C 0.33362 2.68986 -1.48576 0.0 0.0 0.0 -0.03
C 0.35951 3.83786 -2.30755 0.0 0.0 0.0 0.13
C 1.52488 4.28680 -2.89211 0.0 0.0 0.0 -0.06
C 2.72385 3.61284 -2.68506 0.0 0.0 0.0 0.14
C 2.74302 2.48673 -1.87644 0.0 0.0 0.0 -0.08
C 1.57494 2.04989 -1.29544 0.0 0.0 0.0 0.12
F 1.64774 0.96592 -0.50378 0.0 0.0 0.0 0.01
H -1.32386 3.40975 3.11734 0.0 0.0 0.0 0.00
H -1.15488 2.22991 1.81742 0.0 0.0 0.0 -0.01
H -2.75955 2.84055 2.24963 0.0 0.0 0.0 0.00
H -2.04731 5.13052 1.58719 0.0 0.0 0.0 0.00
H 0.55638 3.79906 0.75658 0.0 0.0 0.0 0.00
H 0.29154 5.04752 1.96412 0.0 0.0 0.0 0.00
H 0.07504 5.42402 0.25081 0.0 0.0 0.0 0.00
H -3.60575 5.63559 0.28311 0.0 0.0 0.0 0.00
H -4.99950 5.33014 -1.73163 0.0 0.0 0.0 0.00
H -4.50235 3.47719 -3.27975 0.0 0.0 0.0 0.00
H -3.19182 1.99504 -4.10296 0.0 0.0 0.0 0.00
H -0.80002 0.55964 -2.88891 0.0 0.0 0.0 0.00
H -0.66374 1.96702 -3.95876 0.0 0.0 0.0 0.00
H -1.44492 0.48760 -4.51671 0.0 0.0 0.0 0.00
H -3.14003 0.08736 -1.72058 0.0 0.0 0.0 0.02
H -3.49876 -0.38290 -3.37475 0.0 0.0 0.0 -0.01
H -4.56592 0.75373 -2.52716 0.0 0.0 0.0 0.00
H -0.56418 4.37404 -2.47277 0.0 0.0 0.0 0.00
H 1.50052 5.17062 -3.51539 0.0 0.0 0.0 0.00
H 3.63794 3.96101 -3.14592 0.0 0.0 0.0 0.01
H 3.65385 1.93664 -1.68282 0.0 0.0 0.0 0.00
C -1.61810 -1.67316 -0.60263 0.1 0.0 0.1 0.00
C -1.86861 -2.86006 -0.70885 0.1 0.0 0.0 0.01
C -2.04698 -4.27889 -0.77550 -0.1 0.0 0.0 -0.01
C -1.71155 -4.99349 -1.92987 0.0 0.0 0.0 0.00
C -1.85216 -6.37096 -1.97270 0.0 0.0 0.0 0.00
C -2.32581 -7.06292 -0.86592 0.0 0.0 0.0 0.00
C -2.65915 -6.36400 0.28635 0.0 0.0 0.0 0.00
C -2.52268 -4.98634 0.33334 -0.1 0.0 -0.1 0.00
H -1.33952 -4.45147 -2.78939 0.0 0.0 0.0 0.00
H -1.58999 -6.90822 -2.87552 0.0 0.0 0.0 0.00
H -2.43506 -8.13917 -0.90163 0.0 0.0 0.0 0.00
H -3.02892 -6.89554 1.15441 0.0 0.0 0.0 0.00
H -2.77673 -4.43823 1.23178 0.0 0.0 0.0 0.00
N -0.08569 -0.02572 1.66427 0.1 0.1 0.0 0.09
S -0.90352 -0.71408 2.82660 -0.1 -0.1 0.0 -0.01
C -0.58350 -2.48212 2.87674 0.0 0.0 -0.1 0.00
C 0.09012 -3.06696 1.82010 0.0 0.0 0.0 -0.01
C 0.24258 -4.44848 1.80055 0.1 0.0 0.0 0.00
C -0.27335 -5.22133 2.82734 0.1 0.0 0.1 0.00
C -0.94745 -4.61994 3.88527 0.0 -0.1 0.0 0.00
C -1.11038 -3.24584 3.91164 0.0 0.1 0.0 0.00
C -0.15450 -0.25694 4.38896 0.0 0.0 0.0 0.01
C -0.82853 0.67575 5.16140 0.0 0.0 0.0 0.00
C -0.25282 1.12746 6.34169 0.0 0.0 0.0 0.00
C 0.98786 0.64914 6.73244 0.0 0.0 0.0 0.00
C 1.65938 -0.28357 5.94965 0.0 0.0 0.0 0.00
C 1.08881 -0.74229 4.77491 0.0 0.0 0.0 0.00
H 0.90642 -0.25032 1.67959 0.0 0.0 0.0 -0.01
H 0.44522 -2.45691 1.00157 0.0 0.0 0.0 0.00
H 0.74659 -4.91637 0.96523 0.0 0.0 0.0 0.00
H -0.16152 -6.29732 2.80233 0.0 0.0 0.0 0.00
H -1.35347 -5.22433 4.68583 0.0 0.0 0.0 0.00
H -1.63995 -2.77278 4.73038 0.0 0.0 0.0 0.00
H -1.79295 1.04727 4.83744 0.0 0.0 0.0 0.00
H -0.77444 1.85182 6.95296 0.0 0.0 0.0 0.00
H 1.43625 1.00151 7.65208 0.0 0.0 0.0 0.00
H 2.62674 -0.65588 6.25986 0.0 0.0 0.0 0.00
H 1.59774 -1.48015 4.16641 0.0 0.0 0.0 0.00

***

16
Properties=species:S:1:pos:R:3:forces:R:3:nbo_charge:R:1 method="wB97M-V/def2-TZVPD" homo_energy_ev=-9.51 mol_weight_g_mol=95.1 multiplicity=1 e_above_lowest_kcal_mol=130.47 gap_ha=0.381
C -1.47985 0.24024 -1.84118 0.0 0.0 0.0 -0.68
C -1.65694 0.37681 -0.38580 -0.2 0.0 0.4 -0.09
C -2.03352 0.45494 0.81612 0.1 -0.1 -0.7 -0.06
C -0.31328 0.76782 0.76055 0.4 0.2 0.1 -0.22
N 0.37775 -0.36218 1.33143 -0.2 0.1 0.1 -0.40
C 1.82769 -0.29064 1.27621 0.3 0.1 0.1 -0.26
C 1.07743 -1.23137 0.40929 0.0 -0.2 -0.2 -0.26
H -0.97608 1.11053 -2.27539 -0.1 -0.1 0.1 0.23
H -2.47937 0.18019 -2.28537 0.2 0.0 0.1 0.26
H -0.92958 -0.66724 -2.11222 -0.1 0.2 0.1 0.23
H 0.22850 1.18275 -0.11431 -0.1 -0.1 0.0 0.19
H -0.34925 1.58194 1.48354 0.0 -0.1 -0.1 0.25
H 2.35162 -0.63875 2.16243 -0.1 0.0 -0.1 0.21
H 2.27932 0.57549 0.79028 -0.1 -0.1 0.1 0.19
H 1.03868 -0.98709 -0.65368 0.0 0.0 0.2 0.18
H 1.03688 -2.29344 0.63811 0.0 0.2 0.0 0.21

***

18
Properties=species:S:1:pos:R:3:forces:R:3:nbo_charge:R:1 method="wB97M-V/def2-TZVPD" homo_energy_ev=-13.88 charge=+1 mol_weight_g_mol=212.1 multiplicity=1 e_above_lowest_kcal_mol=30.32 gap_ha=0.377
C -1.24536 0.46593 0.96098 1.6 -0.9 -1.0 -0.38
C 0.09581 -0.32289 1.21893 -0.9 -0.2 1.5 -0.55
C -0.73888 1.57087 0.06955 -0.3 1.9 0.0 -0.27
C 0.89255 -0.59506 -0.01854 -1.1 2.2 -1.3 0.17
C 0.68664 -1.77064 -0.94468 1.3 -1.4 0.8 -0.77
N 0.02248 0.81026 -0.95916 1.3 1.2 1.9 -0.60
I 2.87704 0.21989 0.04218 -0.3 -0.6 0.0 0.28
H -1.76875 -0.21055 0.27549 -0.9 0.2 0.6 0.20
H -1.75510 0.68002 1.90888 0.1 0.1 -0.6 0.27
H 0.70223 0.28973 1.87487 0.0 -0.1 0.4 0.24
H -0.24389 -1.22054 1.75250 0.7 -0.1 -0.2 0.27
H -1.44786 2.33209 -0.33711 -0.3 -1.4 -0.4 0.25
H -0.12961 2.35281 0.55138 0.8 -1.0 0.3 0.24
H -0.34104 -2.29288 -0.89282 1.2 1.5 -0.6 0.27
H 1.32053 -2.63687 -0.45862 -0.7 1.7 -1.2 0.29
H 1.15792 -1.40714 -1.93837 -1.2 -1.4 1.3 0.27
H -0.58808 0.30295 -1.50475 -2.0 -1.4 -1.5 0.39
H 0.50339 1.43202 -1.60070 0.7 -0.1 0.1 0.43

***

68
Properties=species:S:1:pos:R:3:forces:R:3:nbo_charge:R:1 method="wB97M-V/def2-TZVPD" homo_energy_ev=-6.56 mol_weight_g_mol=501.6 multiplicity=1 e_above_lowest_kcal_mol=173.74 gap_ha=0.181
C -5.22139 -6.23683 -2.72582 0.1 0.0 0.5 -0.26
O -5.16956 -6.06873 -1.28977 0.5 0.2 -0.1 -0.48
C -4.08157 -5.47464 -0.73943 0.2 0.3 0.1 0.38
C -4.08587 -5.24913 0.66457 -0.5 -0.3 -0.8 -0.28
C -3.03470 -4.59852 1.26253 0.8 0.0 -0.1 -0.11
C -1.89290 -4.18899 0.51520 -0.7 -0.4 -0.7 -0.10
C -0.72612 -3.69506 1.18148 0.8 -0.4 -0.8 0.09
C 0.37080 -3.21595 0.47718 -0.5 -0.4 -0.2 -0.42
C 1.51320 -2.62603 0.99463 0.9 -0.3 -0.5 0.23
N 2.59225 -2.32018 0.24568 -1.3 -0.1 1.3 -0.37
C 3.77454 -1.70279 0.85925 0.6 -0.2 0.0 -0.12
C 3.45392 -0.38137 1.56277 -0.2 0.3 0.0 -0.43
C 4.68447 0.26189 2.16280 0.0 0.1 0.1 0.08
C 5.06867 1.54435 1.76137 0.2 -0.4 0.0 -0.24
C 6.26597 2.08915 2.22757 -0.1 -0.2 0.2 -0.19
C 7.05392 1.37035 3.13483 -0.2 -0.1 -0.1 -0.22
C 6.63772 0.11053 3.58064 -0.2 0.0 -0.1 -0.20
C 5.44605 -0.44147 3.10063 0.2 0.4 -0.2 -0.24
C 4.70152 -1.52418 -0.34796 1.0 0.2 0.0 0.68
O 5.85609 -1.10476 -0.33777 -1.6 -0.5 0.1 -0.59
N 4.01023 -1.92615 -1.45293 0.4 0.3 0.2 -0.45
C 4.58965 -1.84766 -2.77402 -0.2 -0.1 -0.3 -0.42
C 2.68081 -2.47138 -1.21223 0.2 0.1 -0.7 0.33
C 2.64492 -3.93573 -1.67648 0.2 -0.1 0.2 -0.64
C 1.63905 -1.62609 -1.95883 0.0 0.2 0.1 -0.64
C -1.93053 -4.39191 -0.89052 0.1 -0.1 0.4 -0.13
C -2.97343 -5.05066 -1.50525 -0.6 -0.1 0.0 -0.33
H -6.19324 -6.69735 -2.89500 0.2 0.1 -0.1 0.21
H -5.16008 -5.27179 -3.24774 0.0 -0.2 0.2 0.19
H -4.41970 -6.89854 -3.08114 -0.2 0.1 0.1 0.18
H -4.94403 -5.60998 1.23260 0.2 0.2 -0.1 0.24
H -3.04019 -4.40017 2.33309 0.0 -0.1 -0.2 0.24
H -0.67641 -3.77817 2.25690 -0.1 0.2 0.0 0.29
H 0.35547 -3.36365 -0.58829 -0.1 0.2 0.1 0.20
H 1.59380 -2.40224 2.05882 -0.1 -0.1 -0.2 0.25
H 4.25399 -2.40412 1.57426 -0.3 0.3 -0.4 0.23
H 2.99068 0.29851 0.82997 0.1 -0.2 0.2 0.22
H 2.70700 -0.57932 2.34676 0.1 0.1 -0.2 0.23
H 4.43623 2.08336 1.05138 0.3 -0.1 0.2 0.21
H 6.58190 3.07051 1.87254 0.0 -0.2 0.2 0.21
H 7.99183 1.79249 3.49372 -0.2 -0.1 -0.1 0.22
H 7.23913 -0.45555 4.29334 -0.1 0.2 -0.2 0.22
H 5.10858 -1.42983 3.42399 0.2 0.3 0.0 0.20
H 5.57947 -1.39943 -2.69281 -0.1 -0.1 0.1 0.26
H 4.67879 -2.84337 -3.22206 0.1 0.1 0.1 0.20
H 3.96902 -1.23401 -3.43676 0.1 0.0 0.1 0.20
H 3.51315 -4.46852 -1.26746 -0.2 0.1 -0.1 0.23
H 1.73739 -4.44250 -1.34653 0.2 0.0 -0.1 0.23
H 2.68480 -3.96774 -2.77298 0.0 0.0 0.3 0.22
H 1.78963 -0.56458 -1.72392 -0.1 -0.2 -0.1 0.23
H 1.75992 -1.78109 -3.03749 0.0 0.1 0.2 0.22
H 0.62020 -1.90119 -1.68391 0.2 0.2 -0.2 0.23
H -1.10486 -4.07835 -1.52966 -0.2 -0.1 0.2 0.20
H -2.94510 -5.24004 -2.58155 0.0 0.2 0.5 0.22
O -0.91238 -2.31218 3.15341 -0.1 -0.7 0.5 -0.76
C -0.71523 -2.00275 4.34933 -0.4 1.8 1.0 0.45
C -0.82874 -0.58469 4.71684 0.2 -1.4 0.0 -0.12
N -1.71500 0.23177 3.94461 -0.5 1.5 -0.6 0.51
O -1.53652 1.47781 4.01444 -0.4 -1.7 -0.3 -0.45
O -2.63726 -0.28128 3.29015 1.3 0.8 1.0 -0.39
C -0.10228 -0.06453 5.77796 -0.1 0.0 0.2 -0.17
C 0.52222 -0.93532 6.67191 0.1 0.4 -0.1 -0.33
C 0.32877 -2.32482 6.54198 -0.2 0.3 -0.2 -0.18
C -0.35493 -2.85432 5.45886 0.3 0.0 -0.4 -0.36
H -0.08485 1.02135 5.88832 0.0 -0.4 0.2 0.24
H 1.12837 -0.51923 7.47583 -0.2 -0.2 -0.1 0.21
H 0.72254 -2.98556 7.31747 -0.2 0.1 -0.2 0.21
H -0.55703 -3.92548 5.37738 0.3 0.3 -0.1 0.20

***

What did the third record say?
18
Properties=species:S:1:pos:R:3:forces:R:3:nbo_charge:R:1 method="wB97M-V/def2-TZVPD" homo_energy_ev=-13.88 charge=+1 mol_weight_g_mol=212.1 multiplicity=1 e_above_lowest_kcal_mol=30.32 gap_ha=0.377
C -1.24536 0.46593 0.96098 1.6 -0.9 -1.0 -0.38
C 0.09581 -0.32289 1.21893 -0.9 -0.2 1.5 -0.55
C -0.73888 1.57087 0.06955 -0.3 1.9 0.0 -0.27
C 0.89255 -0.59506 -0.01854 -1.1 2.2 -1.3 0.17
C 0.68664 -1.77064 -0.94468 1.3 -1.4 0.8 -0.77
N 0.02248 0.81026 -0.95916 1.3 1.2 1.9 -0.60
I 2.87704 0.21989 0.04218 -0.3 -0.6 0.0 0.28
H -1.76875 -0.21055 0.27549 -0.9 0.2 0.6 0.20
H -1.75510 0.68002 1.90888 0.1 0.1 -0.6 0.27
H 0.70223 0.28973 1.87487 0.0 -0.1 0.4 0.24
H -0.24389 -1.22054 1.75250 0.7 -0.1 -0.2 0.27
H -1.44786 2.33209 -0.33711 -0.3 -1.4 -0.4 0.25
H -0.12961 2.35281 0.55138 0.8 -1.0 0.3 0.24
H -0.34104 -2.29288 -0.89282 1.2 1.5 -0.6 0.27
H 1.32053 -2.63687 -0.45862 -0.7 1.7 -1.2 0.29
H 1.15792 -1.40714 -1.93837 -1.2 -1.4 1.3 0.27
H -0.58808 0.30295 -1.50475 -2.0 -1.4 -1.5 0.39
H 0.50339 1.43202 -1.60070 0.7 -0.1 0.1 0.43